[1]
# C26H30N6O2

One molecule with the formula C26H30N6O2 (the ωB97M-V functional and the def2-TZVPD basis, OMol25).

Structure (XYZ):
```
64
Properties=species:S:1:pos:R:3:nbo_charge:R:1
C -5.519 -3.788 1.438 -0.626
C -4.881 -2.654 0.698 -0.027
C -5.603 -1.473 0.481 -0.185
C -5.051 -0.411 -0.195 -0.250
C -3.743 -0.497 -0.679 0.254
N -3.161 0.537 -1.355 -0.567
C -1.884 0.549 -1.854 0.634
O -1.472 1.540 -2.442 -0.658
C -1.110 -0.666 -1.622 -0.090
C 0.329 -0.654 -2.074 -0.242
N 1.105 0.153 -1.134 -0.452
C 2.131 -0.568 -0.409 -0.206
C 3.363 -1.002 -1.229 -0.442
C 4.301 -1.769 -0.347 -0.039
C 4.298 -3.158 -0.332 -0.165
C 5.145 -3.855 0.512 -0.226
C 6.001 -3.170 1.356 -0.222
C 6.006 -1.784 1.352 -0.202
C 5.162 -1.089 0.507 -0.209
C 1.534 1.436 -1.674 -0.290
C 1.903 2.362 -0.576 0.341
N 3.115 2.608 -0.130 -0.318
N 2.986 3.488 0.853 -0.070
N 1.772 3.797 1.037 -0.072
N 1.038 3.111 0.155 -0.185
C -0.390 3.198 0.116 -0.243
C -1.004 2.533 1.352 0.094
C -0.483 1.112 1.631 -0.454
C -1.693 0.413 2.268 -0.437
C -2.825 1.448 2.122 -0.070
O -2.397 2.379 1.153 -0.536
C -1.659 -1.709 -0.962 -0.124
C -3.000 -1.674 -0.470 -0.146
C -3.591 -2.739 0.221 -0.166
H -5.815 -3.470 2.437 0.220
H -4.836 -4.629 1.529 0.216
H -6.416 -4.123 0.918 0.220
H -6.614 -1.402 0.854 0.216
H -5.618 0.494 -0.356 0.216
H -3.682 1.400 -1.461 0.421
H 0.706 -1.679 -2.101 0.202
H 0.386 -0.236 -3.084 0.217
H 2.474 0.072 0.409 0.215
H 1.661 -1.450 0.037 0.197
H 3.867 -0.110 -1.605 0.221
H 3.048 -1.614 -2.076 0.202
H 3.634 -3.699 -0.992 0.194
H 5.137 -4.935 0.509 0.209
H 6.663 -3.713 2.014 0.212
H 6.673 -1.245 2.008 0.214
H 5.168 -0.008 0.502 0.223
H 0.693 1.857 -2.230 0.263
H 2.398 1.348 -2.349 0.202
H -0.757 2.708 -0.787 0.256
H -0.678 4.252 0.093 0.224
H -0.825 3.171 2.233 0.174
H 0.382 1.129 2.291 0.221
H -0.201 0.631 0.694 0.238
H -1.938 -0.507 1.739 0.211
H -1.522 0.172 3.315 0.213
H -3.766 1.016 1.780 0.191
H -2.995 1.963 3.079 0.164
H -1.080 -2.605 -0.785 0.215
H -3.012 -3.638 0.377 0.211
```

Its relative energy (zero: lowest compared OMol25 entry of this formula, charge and spin) is 5.91 kJ/mol. As for the total energy: -40484.6993 eV. Its spin multiplicity is 1. The HOMO-LUMO gap comes out at 0.30936 hartree. As for the total charge: 0. For the molar mass, the calculation gives 458.6 g mol⁻¹. Its HOMO energy is -8.46 eV.

=====

[2]
# C59H110N3O19Rb2

C59H110N3O19Rb2 as an isolated structure (the ωB97M-V functional and the def2-TZVPD basis, OMol25).

Structure (XYZ):
```
193
Properties=species:S:1:pos:R:3:mulliken_spin:R:1
Rb -25.050 30.133 -22.683 -0.008
Rb -27.051 26.836 -25.452 -0.003
C -26.581 27.567 -30.594 0.002
C -27.726 26.707 -30.650 -0.001
C -27.626 25.793 -31.942 0.000
C -26.604 24.659 -31.693 0.000
C -27.029 23.856 -30.453 0.000
C -27.202 24.677 -29.156 -0.001
N -28.059 25.906 -29.444 0.000
O -28.291 26.864 -28.387 0.000
C -25.830 24.897 -28.434 0.000
C -28.037 23.893 -28.095 0.000
C -28.909 27.568 -31.111 -0.001
H -26.622 28.448 -31.234 0.000
H -25.624 27.049 -30.657 0.000
H -26.725 28.186 -29.708 -0.001
H -27.192 26.455 -32.691 0.000
H -28.584 25.322 -32.161 0.000
H -25.564 24.984 -31.671 0.000
H -26.661 23.907 -32.481 0.000
H -26.130 23.244 -30.375 0.000
H -27.798 23.108 -30.648 0.000
H -25.358 23.927 -28.590 0.000
H -26.001 24.926 -27.358 0.000
H -25.196 25.674 -28.859 0.000
H -29.044 24.182 -28.396 0.000
H -28.044 24.330 -27.097 0.000
H -28.065 22.823 -28.301 0.000
H -29.809 26.977 -30.947 0.000
H -28.907 28.013 -32.106 0.000
H -29.070 28.415 -30.444 0.000
C -29.017 29.999 -22.289 -0.001
C -28.877 31.372 -23.123 -0.048
C -28.890 32.483 -22.082 0.027
C -28.623 33.877 -22.705 -0.015
C -27.274 33.826 -23.536 0.025
C -27.124 32.678 -24.605 -0.054
N -27.590 31.405 -23.973 0.474
O -27.323 30.217 -24.682 0.528
C -25.654 32.612 -25.046 -0.011
C -28.027 33.129 -25.930 0.036
C -30.194 31.646 -23.932 0.023
H -28.087 29.801 -21.756 -0.001
H -29.155 29.170 -22.984 0.002
H -29.900 29.972 -21.650 -0.001
H -28.046 32.251 -21.433 -0.001
H -29.848 32.468 -21.563 0.000
H -28.452 34.621 -21.927 -0.001
H -29.473 34.373 -23.174 0.000
H -26.340 33.861 -22.976 0.000
H -27.287 34.797 -24.032 0.001
H -25.133 32.334 -24.130 0.017
H -25.281 33.502 -25.553 0.000
H -25.434 31.880 -25.824 0.000
H -27.438 33.817 -26.537 0.000
H -28.965 33.592 -25.624 0.000
H -28.143 32.237 -26.544 0.000
H -30.269 30.864 -24.688 -0.003
H -30.150 32.583 -24.488 -0.002
H -31.142 31.559 -23.401 0.003
C -24.117 24.599 -24.497 0.000
C -23.088 25.751 -24.817 0.002
C -22.486 25.309 -26.144 -0.001
C -21.594 26.336 -26.738 0.000
C -22.441 27.553 -27.082 -0.002
C -23.154 28.142 -25.807 0.002
N -23.807 27.030 -25.068 0.005
O -24.682 27.493 -23.922 0.001
C -24.157 29.178 -26.307 0.006
C -22.072 28.922 -24.990 0.000
C -21.999 25.655 -23.678 0.000
H -24.699 24.973 -23.654 0.000
H -23.648 23.616 -24.473 0.000
H -24.943 24.529 -25.204 0.000
H -23.272 25.171 -26.886 -0.001
H -22.010 24.347 -25.955 0.000
H -21.088 25.803 -27.542 0.000
H -20.719 26.506 -26.111 0.001
H -23.192 27.273 -27.820 0.000
H -21.859 28.350 -27.546 0.000
H -25.035 28.753 -26.794 -0.001
H -23.561 29.841 -26.934 0.001
H -24.473 29.964 -25.621 -0.005
H -21.324 28.283 -24.522 0.000
H -22.436 29.504 -24.143 -0.001
H -21.434 29.605 -25.551 0.000
H -22.370 25.970 -22.703 0.000
H -21.303 26.466 -23.894 0.000
H -21.550 24.667 -23.578 0.000
C -23.326 27.433 -19.658 0.000
C -22.206 28.510 -19.718 0.000
C -22.920 29.783 -19.350 0.000
O -24.234 29.659 -19.949 0.002
C -24.592 28.236 -19.881 0.000
H -23.361 27.017 -18.651 0.000
H -23.090 26.678 -20.407 0.000
H -21.722 28.441 -20.692 0.000
H -21.457 28.124 -19.027 0.000
H -22.409 30.710 -19.609 0.000
H -23.066 29.926 -18.280 0.000
H -25.207 28.143 -20.776 0.000
H -25.230 28.006 -19.028 0.000
C -22.550 28.956 -31.373 0.000
C -21.262 28.363 -30.968 0.000
C -20.412 28.739 -32.151 0.000
O -21.215 28.498 -33.265 0.000
C -22.614 28.688 -32.831 0.000
H -22.452 30.039 -31.294 0.000
H -23.380 28.598 -30.764 0.000
H -21.371 27.293 -30.788 0.000
H -20.876 28.955 -30.138 0.000
H -19.526 28.108 -32.213 0.000
H -20.248 29.814 -32.080 0.000
H -23.161 27.770 -33.043 0.000
H -23.151 29.487 -33.344 0.000
C -20.915 33.516 -23.421 0.000
C -21.346 33.630 -21.942 0.000
C -22.703 33.025 -22.030 0.000
O -22.710 32.070 -23.077 0.004
C -21.637 32.293 -24.036 0.000
H -19.830 33.596 -23.478 0.000
H -21.310 34.405 -23.913 0.000
H -21.345 34.695 -21.707 0.000
H -20.568 33.169 -21.334 0.000
H -23.374 33.865 -22.206 0.000
H -22.963 32.633 -21.047 0.000
H -21.990 32.613 -25.016 0.000
H -21.043 31.384 -24.136 0.000
C -18.211 29.186 -23.210 0.000
C -18.096 27.894 -22.341 0.000
C -17.293 28.383 -21.190 0.000
O -17.886 29.644 -20.970 0.000
C -18.159 30.271 -22.212 0.000
H -19.003 29.183 -23.959 0.000
H -17.274 29.262 -23.762 0.000
H -17.553 27.145 -22.916 0.000
H -19.098 27.588 -22.042 0.000
H -16.223 28.515 -21.354 0.000
H -17.575 27.960 -20.226 0.000
H -17.401 31.019 -22.447 0.000
H -19.171 30.654 -22.079 0.000
C -20.059 22.483 -21.958 0.000
C -19.638 23.838 -21.297 0.000
C -20.713 24.350 -20.389 0.000
O -19.857 24.668 -19.193 0.000
C -18.577 24.352 -19.364 0.000
O -17.684 24.571 -18.594 0.000
O -18.515 23.648 -20.595 0.000
H -19.398 22.340 -22.813 0.000
H -21.058 22.649 -22.359 0.000
H -19.925 21.654 -21.263 0.000
H -19.246 24.553 -22.021 0.000
H -21.345 23.491 -20.168 0.000
H -21.130 25.239 -20.861 0.000
C -17.794 27.436 -27.877 0.000
C -16.373 27.478 -27.291 0.000
C -16.312 27.201 -25.782 0.000
O -15.613 26.011 -25.682 0.000
C -15.132 25.657 -26.910 0.000
O -14.377 24.773 -27.082 0.000
O -15.570 26.430 -27.870 0.000
H -17.705 27.384 -28.962 0.000
H -18.379 28.271 -27.492 0.000
H -18.281 26.509 -27.573 0.000
H -15.881 28.445 -27.185 0.000
H -17.362 27.011 -25.559 0.000
H -15.930 28.056 -25.224 0.000
C -21.934 22.471 -28.130 0.000
C -22.361 23.324 -29.209 0.000
C -21.328 23.579 -30.256 0.000
O -21.978 23.329 -31.537 0.000
C -23.193 22.762 -31.267 0.000
O -23.940 22.340 -32.183 0.000
O -23.436 22.718 -29.933 0.000
H -21.162 22.930 -27.512 0.000
H -21.611 21.503 -28.512 0.000
H -22.829 22.208 -27.566 0.000
H -22.789 24.237 -28.796 0.000
H -20.429 22.981 -30.103 0.000
H -21.217 24.662 -30.210 0.000
C -26.826 19.776 -22.237 0.000
C -25.384 20.177 -22.537 0.000
C -25.188 21.618 -23.167 0.000
O -24.171 22.200 -22.441 0.000
C -23.927 21.494 -21.321 0.000
O -23.214 21.946 -20.451 0.000
O -24.583 20.354 -21.401 0.000
H -27.087 19.420 -21.240 0.000
H -27.320 19.165 -22.992 0.000
H -27.478 20.648 -22.294 0.000
H -24.947 19.414 -23.181 0.000
H -26.159 22.103 -23.269 0.000
H -24.861 21.513 -24.202 0.000
```

As for the total energy: -107638.0728 eV. Its spin multiplicity is 2. The HOMO-LUMO gap (alpha / beta) comes out at 0.14980 / 0.10937 hartree. As for the total charge: 0. For the molar mass, the calculation gives 1336.5 g mol⁻¹. Its HOMO energy (alpha / beta) is -4.61 / -4.61 eV. Its expectation value of S² is 0.7551.

=====

[3]
# C25H48Cl3N3O4PS

An isolated ion of composition C25H48Cl3N3O4PS and charge +1 (the ωB97M-V functional and the def2-TZVPD basis, OMol25).

Structure (XYZ):
```
85
Properties=species:S:1:pos:R:3:mulliken_charge:R:1
C -0.704 -6.990 2.487 -1.403
C -0.809 -5.466 2.217 0.060
C -2.114 -5.128 1.468 -0.843
C -2.092 -3.786 0.685 -0.806
C -1.234 -2.695 1.399 -0.154
C -1.613 -1.293 0.865 -1.579
C -0.431 -0.258 0.622 0.959
C 0.464 0.039 1.832 -0.601
C 1.214 -1.106 2.548 1.031
C 0.423 -1.471 3.860 -1.811
C 2.581 -0.501 3.070 -1.627
O 0.337 -1.236 -0.184 -0.382
C 0.182 -0.977 -1.553 -1.142
N -0.948 -1.503 -2.243 0.021
Cl 1.580 -1.967 -2.263 -0.097
C 0.349 0.620 -1.487 0.223
C 0.153 1.036 -2.969 -1.047
C 0.649 2.424 -3.468 -1.079
C 0.656 2.521 -5.022 0.206
C 0.915 4.034 -5.320 -1.421
C 1.869 1.755 -5.611 -1.316
P 2.216 0.757 -1.231 0.135
O 2.948 -0.279 -0.239 -0.454
O 2.979 0.572 -2.666 -0.225
S 2.908 2.496 -0.646 -0.372
N -0.659 0.914 -0.364 1.405
C -0.426 2.416 -0.105 0.468
C -0.116 3.150 1.207 -1.062
O -0.885 3.989 1.529 -0.493
N 1.100 3.086 2.007 0.513
C 0.740 3.013 3.440 -1.052
C 1.827 4.377 1.859 -1.160
C -2.149 0.961 -0.689 -0.180
Cl -2.918 0.723 -2.238 -0.113
C -3.033 1.262 0.242 0.802
C -4.524 1.385 -0.021 -1.402
Cl -2.638 1.520 1.923 -0.141
H 0.016 -7.208 3.285 0.395
H -0.366 -7.517 1.585 0.342
H -1.687 -7.398 2.766 0.329
H -0.705 -4.944 3.180 0.185
H 0.078 -5.200 1.616 0.197
H -2.960 -5.212 2.163 0.356
H -2.250 -5.928 0.721 0.410
H -3.127 -3.399 0.734 0.264
H -1.820 -3.911 -0.372 0.091
H -0.200 -3.035 1.359 -0.044
H -1.534 -2.778 2.453 0.453
H -2.382 -0.926 1.557 0.419
H -2.156 -1.499 -0.068 0.776
H 1.253 0.711 1.457 0.121
H -0.161 0.553 2.572 0.237
H 1.495 -1.978 1.957 0.409
H -0.634 -1.235 3.657 0.344
H 0.705 -0.786 4.670 0.588
H 0.524 -2.523 4.144 0.258
H 2.494 0.592 3.153 0.337
H 3.436 -0.816 2.458 0.256
H 2.764 -0.864 4.090 0.506
H -0.770 -1.517 -3.244 0.340
H -1.027 -2.486 -1.978 0.246
H -0.841 0.931 -3.409 0.470
H 0.732 0.315 -3.574 0.595
H -0.079 3.180 -3.117 0.162
H 1.660 2.699 -3.153 0.375
H -0.312 2.260 -5.471 0.344
H -0.018 4.611 -5.284 0.361
H 1.389 4.137 -6.305 0.421
H 1.607 4.479 -4.589 0.351
H 2.780 2.188 -5.175 0.263
H 1.883 1.922 -6.694 0.494
H 1.800 0.688 -5.360 0.285
H 3.404 0.185 0.484 0.426
H 3.850 0.178 -2.478 0.387
H -1.247 2.994 -0.541 0.709
H 0.341 2.819 -0.797 0.355
H -0.069 2.300 3.646 0.301
H 0.399 3.986 3.833 0.363
H 1.616 2.735 4.043 0.402
H 2.839 4.227 2.245 0.341
H 1.285 5.221 2.307 0.362
H 1.898 4.594 0.782 0.398
H -4.940 0.411 -0.310 0.353
H -5.058 1.721 0.872 0.446
H -4.704 2.126 -0.810 0.362
```

As for the total energy: -97045.0874 eV. Its spin multiplicity is 1. The HOMO-LUMO gap comes out at 0.32218 hartree. As for the total charge: +1. For the molar mass, the calculation gives 624.1 g mol⁻¹. Its HOMO energy is -11.28 eV.